P | This record from the OMol25 dataset describes the molecule C18H27N3O4. The level of theory is ωB97M-V with the def2-TZVPD basis set.

Results
Orbital gap: 9.40 eV
SMILES string: CCOCCCNC(=O)[C@@H](NC(=O)CNC(C)=O)c1ccc(C)cc1

```
! wB97M-V def2-TZVPD RIJCOSX def2/J DEFGRID3
* xyz 0 1
H 3.568 -0.453 -2.595
C 4.800 -0.244 -0.862
C 2.401 -0.082 -0.840
O 0.566 -2.076 -0.157
N 0.294 1.045 -1.282
N -0.760 -1.638 -1.944
H -1.025 -0.027 2.006
N -2.177 2.625 -0.483
C 0.277 -1.403 -1.121
O -1.028 0.939 -3.117
H 0.452 1.522 -0.397
H -0.804 -0.958 3.483
H 6.452 1.064 1.406
C 3.589 -0.275 -1.529
C 6.162 0.027 1.233
H -1.464 -3.187 -0.788
C -1.099 -1.021 2.439
H -3.454 1.565 1.633
O -2.860 -2.090 1.075
C -3.109 -1.879 -1.276
H 1.230 -0.203 -2.641
C -1.715 2.485 0.778
C 2.445 0.134 0.532
H -3.903 -2.620 -1.184
H 6.085 -0.464 2.201
C -0.666 1.497 -2.092
H 1.531 0.269 1.091
O -0.524 2.438 1.028
C -1.296 2.815 -1.618
H -0.956 -0.961 -2.675
H -2.617 -2.442 3.009
H -1.959 -3.240 -2.503
C -2.795 2.408 1.830
H -3.253 -0.817 2.654
H 5.717 -0.396 -1.414
C -2.518 -1.579 2.345
C -1.802 -2.590 -1.637
H -1.868 3.242 -2.442
H 6.947 -0.454 0.655
C 1.082 -0.147 -1.555
C 4.852 -0.025 0.508
H -2.104 -0.474 0.020
H -3.167 2.567 -0.660
H -3.373 -1.171 -2.065
H -0.412 -1.682 1.915
H -2.338 2.285 2.807
C -2.981 -1.136 0.050
H -3.876 -0.510 0.223
H -3.385 3.322 1.823
C 3.657 0.163 1.193
H -0.497 3.502 -1.323
H 3.678 0.328 2.261
*
```


Q | This record from the OMol25 dataset describes the molecule C18H27N3O4. The level of theory is ωB97M-V with the def2-TZVPD basis set.

Results
Orbital gap: 8.62 eV
SMILES string: CCCOC(=O)c1ccc(NC(=O)C(=O)NCCN(CC)CC)cc1

```
! wB97M-V def2-TZVPD RIJCOSX def2/J DEFGRID3
* xyz 0 1
O 0.472 1.535 -1.243
C 7.334 -1.953 -0.629
C 1.846 -0.357 -0.664
H 7.944 2.409 2.170
H -8.391 -0.780 1.734
H 8.258 -1.490 -0.965
H 7.374 -1.082 1.335
H -8.331 0.885 1.079
H -10.877 -0.857 -1.089
C -1.851 -0.075 -0.222
C -4.586 0.370 0.013
C -2.400 1.125 -0.670
C -4.033 -0.829 0.459
H 8.346 0.862 0.296
O 1.882 -1.479 -0.186
C 4.245 -0.102 -1.088
H 5.771 -1.591 0.807
C 5.021 0.614 0.031
H -4.672 -1.580 0.895
H 2.665 1.276 -1.469
O -6.703 -0.333 0.735
H -1.759 1.875 -1.104
C -2.678 -1.049 0.341
N 2.876 0.339 -1.146
H 6.664 -2.033 -1.480
C 7.176 1.684 1.914
H -8.550 0.014 -1.215
H 6.203 2.140 2.076
C 7.336 1.250 0.452
H -4.202 2.261 -0.894
H 4.954 1.692 -0.139
H -2.245 -1.978 0.685
H 4.736 0.093 -2.045
N 6.413 0.233 -0.005
C 0.520 0.409 -0.785
H -0.174 -1.258 0.021
H 7.557 -2.951 -0.261
H -10.659 0.491 0.029
H -10.681 -1.166 0.637
O -6.561 1.658 -0.298
C -8.112 -0.168 0.873
C -8.855 -0.621 -0.382
C -10.363 -0.533 -0.188
C -6.036 0.652 0.116
H 7.271 0.832 2.583
H 7.215 2.124 -0.196
H -8.565 -1.648 -0.612
C 6.696 -1.111 0.475
C -3.757 1.339 -0.552
H 4.533 0.388 0.994
H 4.225 -1.178 -0.905
N -0.491 -0.348 -0.315
*
```


Name the most stable of them. P.


P | This record from the OMol25 dataset describes a cluster of 2 separate species, C4H5ClO2S in total. The level of theory is ωB97M-V with the def2-TZVPD basis set.

Results
Orbital gap (spin up / spin down): 7.83 / 6.78 eV

```
! wB97M-V def2-TZVPD RIJCOSX def2/J DEFGRID3
* xyz 0 1
C -0.501 -0.262 0.216
S -2.137 -0.519 0.779
H 1.579 1.133 -0.151
H -1.651 -0.795 2.003
H -0.291 0.178 -2.803
C 0.276 -0.144 -0.804
O 1.463 0.467 -0.844
O -0.536 0.530 3.139
H -0.952 -1.431 -2.090
C 0.364 0.857 2.444
Cl 1.638 2.132 2.750
C -0.101 -0.747 -2.189
H 0.848 -1.399 -2.452
*
```


Q | This record from the OMol25 dataset describes the molecule C4H5ClO2S. The level of theory is ωB97M-V with the def2-TZVPD basis set.

Results
Orbital gap: 9.10 eV
SMILES string: C/C(O)=C(\S)C(=O)Cl

```
! wB97M-V def2-TZVPD RIJCOSX def2/J DEFGRID3
* xyz 0 1
S 0.201 2.170 -0.118
H -0.737 -2.013 0.252
C -0.353 0.486 -0.133
C 1.938 -0.349 -0.167
H 2.501 -1.160 0.428
C -2.120 0.439 0.118
O 0.108 -1.911 -0.213
O -2.663 1.428 0.379
H 2.282 0.619 0.221
C 0.433 -0.596 -0.177
Cl -2.898 -1.130 -0.114
H -0.857 2.663 0.729
H 2.163 -0.646 -1.206
*
```


Name the most stable of them. Q.


P | This record from the OMol25 dataset describes the molecule C7H14S. The level of theory is ωB97M-V with the def2-TZVPD basis set.

Results
Orbital gap: 9.64 eV
SMILES string: CC1(C)CC(CS)C1

```
! wB97M-V def2-TZVPD RIJCOSX def2/J DEFGRID3
* xyz 0 1
C -2.500 -0.732 0.472
S -3.667 0.394 -0.283
C -1.037 -0.054 0.500
H 0.450 -0.700 1.998
H 2.149 1.039 1.638
H -1.351 0.886 1.082
C 0.197 -0.741 0.892
C 1.708 1.369 0.587
H 0.048 -1.787 0.649
H -2.781 -1.074 1.424
H 2.512 0.041 -1.480
H -0.353 1.429 -1.229
H 1.697 -1.447 -1.804
H 2.485 1.836 -0.160
H -2.813 1.029 -1.267
H 2.872 -1.167 -0.263
H -0.548 -0.481 -1.617
C 2.074 -0.758 -0.893
C -0.366 0.359 -0.824
H 0.890 2.218 0.801
C 1.014 0.080 -0.085
H -2.682 -1.739 -0.137
*
```


Q | This record from the OMol25 dataset describes the molecule C7H14S. The level of theory is ωB97M-V with the def2-TZVPD basis set.

Results
Orbital gap: 9.30 eV
SMILES string: CC1(C)CSC1(C)C

```
! wB97M-V def2-TZVPD RIJCOSX def2/J DEFGRID3
* xyz 0 1
H -0.859 -0.941 2.015
C -1.882 0.680 -0.915
C -0.412 -1.431 -0.624
C 0.553 0.521 0.072
H -1.740 0.631 1.866
H 0.788 0.794 -2.091
H -0.459 -1.477 -1.708
H -0.916 -2.323 -0.213
C 0.967 1.331 -1.165
H -2.479 -0.888 1.201
H -2.123 1.652 -0.486
H 1.935 1.544 1.351
C -1.530 -0.328 1.331
H -2.828 0.147 -0.986
C -0.899 -0.085 -0.040
H 0.397 2.268 -1.218
H 2.015 1.582 -1.147
H 0.674 0.730 2.253
S 1.291 -1.174 -0.015
C 0.889 1.308 1.333
H 0.319 2.267 1.372
H -1.494 0.818 -1.923
*
```


Name the most stable of them. Q.


P | This record from the OMol25 dataset describes a structure of composition C3H4NO2S. The level of theory is ωB97M-V with the def2-TZVPD basis set.

Results
Orbital gap: 7.67 eV

```
! wB97M-V def2-TZVPD RIJCOSX def2/J DEFGRID3
* xyz -1 1
N 1.184 -0.800 1.355
C 0.370 -0.929 0.428
C 1.666 0.213 2.094
S -0.324 1.148 -0.485
O 2.557 0.134 2.860
H -1.762 1.071 -2.528
H 1.176 1.146 1.642
C -1.458 0.371 -1.733
H -2.432 -0.047 -1.300
O -0.143 -1.753 -0.267
H -0.834 -0.554 -2.065
*
```


Q | This record from the OMol25 dataset describes a structure of composition C3H4NO2S. The level of theory is ωB97M-V with the def2-TZVPD basis set.

Results
Orbital gap: 7.77 eV

```
! wB97M-V def2-TZVPD RIJCOSX def2/J DEFGRID3
* xyz -1 1
H -2.375 -0.535 -0.414
O 1.891 1.270 -0.073
C -2.132 0.420 0.036
N 2.053 -1.023 0.003
H -2.473 0.455 1.066
C 0.216 -0.949 0.003
O -0.443 -1.943 0.007
C 2.498 0.170 -0.041
H 3.617 0.197 -0.052
H -2.576 1.236 -0.526
S -0.276 0.702 -0.009
*
```


Name the most stable of them. P.


P | This record from the OMol25 dataset describes the molecule C7H12N2O6. The level of theory is ωB97M-V with the def2-TZVPD basis set.

Results
Orbital gap: 10.17 eV
SMILES string: N[C@@H](CC(=O)O)C(=O)N[C@@H](CO)C(=O)O

```
! wB97M-V def2-TZVPD RIJCOSX def2/J DEFGRID3
* xyz 0 1
O -3.551 0.797 -0.887
O 0.434 2.289 1.651
N 1.066 2.695 -1.185
H 2.776 0.919 0.753
C 0.911 1.299 -0.469
C -1.772 -0.337 0.470
H 0.306 -2.446 1.630
C 2.385 0.647 -0.257
H -2.672 -1.088 -1.236
N -1.134 0.703 1.135
C 0.092 1.423 0.834
H -2.548 -0.501 1.222
O -0.106 -1.730 1.296
C 2.196 -0.855 -0.303
H -1.682 1.198 1.907
C -2.424 -0.044 -0.922
H 3.122 0.818 -1.044
O 1.676 -1.298 -1.470
O -1.052 -2.399 -0.554
H 0.227 0.748 -1.134
C -1.030 -1.714 0.413
H -3.431 1.609 -0.301
H 1.771 2.544 -2.005
O 2.494 -1.586 0.677
H -1.709 0.318 -1.722
H 1.543 3.236 -0.482
H 1.471 -2.230 -1.534
*
```


Q | This record from the OMol25 dataset describes the molecule C7H12N2O6. The level of theory is ωB97M-V with the def2-TZVPD basis set.

Results
Orbital gap: 10.10 eV
SMILES string: N[C@@H](CC(=O)O)C(=O)N[C@@H](CO)C(=O)O

```
! wB97M-V def2-TZVPD RIJCOSX def2/J DEFGRID3
* xyz 0 1
H 2.207 -0.225 -0.891
O -0.045 -0.128 3.125
H -2.538 0.132 1.970
C 1.763 0.691 -0.470
C -1.336 -1.659 1.800
O 2.264 0.639 -2.869
O -1.399 1.700 0.631
N -3.138 -1.216 0.372
C 0.417 0.760 -1.298
H -1.904 -2.347 2.431
H 0.166 1.766 -1.323
H 0.874 0.243 3.283
N -0.698 -0.067 -0.734
H 2.626 1.007 -1.971
C -1.358 0.504 0.314
H 1.537 0.638 0.595
H -3.352 -2.076 0.869
C -0.055 -1.109 2.277
H -0.840 -1.096 -1.062
H -0.945 -2.291 0.872
H 3.471 1.837 0.277
H -4.022 -0.625 0.363
O 1.030 -1.534 1.866
O 2.813 1.679 -0.455
O 0.309 -0.111 -3.519
C 0.994 0.341 -2.624
C -2.125 -0.518 1.150
*
```


Name the most stable of them. P.


P | This record from the OMol25 dataset describes a structure of composition C32H53N4RuSSi4Te. The level of theory is ωB97M-V with the def2-TZVPD basis set.

Results
<S²>: 8.803
Orbital gap (spin up / spin down): 4.90 / 4.12 eV

```
! wB97M-V def2-TZVPD RIJCOSX def2/J DEFGRID3
* xyz 2 6
H 3.322 1.709 -3.724
C -6.431 -1.718 -3.245
H 4.427 -2.345 0.159
H -4.241 -3.349 -1.454
H -0.066 -4.965 2.155
C 4.624 -0.651 2.367
C 2.600 4.693 -0.107
C 2.800 1.848 2.749
Si -5.247 -1.064 -1.915
H 5.368 -0.505 1.594
H -4.520 3.416 0.273
H -6.812 -0.157 -0.185
H -3.425 0.681 -1.835
H -2.394 4.301 -0.604
C 1.452 -0.782 2.728
Si -2.489 -4.481 1.640
H -6.561 -1.863 0.079
H -5.337 -0.705 0.586
C 2.394 -1.708 -0.026
C 1.321 6.738 -0.118
C 2.498 7.457 -0.142
H 1.476 -5.365 -0.537
C 3.409 -2.663 0.016
Te -2.286 -1.782 -0.499
H 1.444 -1.601 -2.721
H 2.257 2.505 -2.595
H -4.972 1.420 -2.208
H 3.999 2.496 -2.324
C 1.762 -4.341 -0.368
H -3.377 -6.133 3.286
H -4.236 -2.756 1.016
H 4.961 -0.349 -3.258
H 3.855 -4.748 -0.116
H 5.440 -0.450 -1.587
H -2.139 -5.027 -0.826
H -0.831 -4.125 3.473
H -3.503 -5.904 -0.156
C 3.088 -3.994 -0.143
H -4.468 1.291 1.602
H -3.416 -2.562 -2.799
C -0.760 -4.168 2.390
H -7.248 -1.023 -3.408
C -3.577 1.671 1.138
C 3.783 5.426 -0.142
H 4.719 4.891 -0.147
H -0.323 -3.233 2.050
H 3.616 2.515 2.503
C 0.078 3.241 -0.039
H 1.388 -0.177 -3.728
C 0.811 -3.340 -0.377
H 2.830 1.695 3.824
H 0.366 7.242 -0.099
H 5.008 -0.197 3.273
C 1.450 -0.515 -2.698
Ru 0.524 0.196 0.082
C -3.690 -5.149 2.952
C 4.640 -0.688 -2.279
C -2.411 3.386 -0.036
H 1.858 2.340 2.525
C 1.354 5.343 -0.108
Si 2.953 0.134 1.917
H 4.550 -1.766 -2.323
H 1.365 -0.546 3.785
H -0.232 -3.581 -0.560
C -4.352 0.551 -2.395
H 1.534 -1.862 2.646
C -3.850 -2.406 -1.816
N 0.196 4.606 -0.061
H 4.535 -1.715 2.551
N 1.104 -2.055 -0.186
C -1.209 2.673 0.176
H 0.491 -0.470 2.258
H -4.107 0.559 -3.453
H -6.866 -2.669 -2.954
N -1.232 1.411 0.724
H -3.012 -2.062 2.072
H 2.464 8.534 -0.144
H 4.648 7.370 -0.192
Si 3.024 0.198 -1.823
H -4.703 -5.245 2.572
C -6.057 -0.938 -0.194
H -0.659 5.138 0.041
H -5.928 -1.864 -4.197
N 1.126 2.399 -0.126
C 3.158 1.907 -2.668
C -3.596 2.883 0.428
C 3.732 6.804 -0.163
S 2.694 2.952 0.017
C -3.171 -2.703 1.211
C -2.499 -5.549 0.059
H -1.882 -6.432 0.195
H 0.508 -0.178 -2.204
C 2.600 -0.247 0.039
H -3.724 -4.506 3.827
H -2.342 0.058 1.804
C -2.390 0.982 1.235
*
```


Q | This record from the OMol25 dataset describes a structure of composition C32H53N4RuSSi4Te. The level of theory is ωB97M-V with the def2-TZVPD basis set.

Results
<S²>: 8.786
Orbital gap (spin up / spin down): 6.37 / 6.56 eV

```
! wB97M-V def2-TZVPD RIJCOSX def2/J DEFGRID3
* xyz 2 6
H -2.269 -2.918 -4.948
C -2.610 2.827 -1.206
H 3.071 0.509 -1.789
Si 3.521 -0.482 -4.018
H 3.520 1.754 -5.090
H 4.870 1.594 -3.969
H 5.121 2.037 1.217
H -2.718 2.848 2.103
H 4.184 4.365 0.925
C -2.284 5.225 -1.146
H 0.825 -3.815 0.247
H 5.420 -2.037 -4.155
H -3.923 6.390 -1.820
H -1.662 6.081 -0.928
C -2.423 -2.647 -0.933
C 2.366 -1.187 3.124
C 1.269 1.630 3.928
H 4.391 -2.484 -2.811
H -2.538 -3.575 -0.375
C -1.571 -4.136 2.626
H -3.329 -1.890 -3.991
H 2.269 1.753 4.341
H 0.023 4.579 -0.299
N 1.926 1.259 0.543
H -3.507 0.067 0.887
C -3.619 -0.077 1.957
C 4.278 1.068 -4.717
Si -1.557 -2.910 -2.588
H 2.269 -2.200 3.515
C 4.820 -1.632 -3.342
C -0.625 -0.442 2.570
H -0.233 -0.384 5.968
H 1.408 -1.006 5.974
C -0.359 -1.462 -2.826
C -0.661 -4.530 1.639
H 1.683 0.810 -2.825
H 1.222 2.195 2.997
H 3.067 -1.589 -6.152
C 4.083 2.205 0.975
C 2.458 -1.348 -5.283
H -1.080 -5.243 -1.925
H -2.729 -0.624 5.121
C -3.551 5.392 -1.643
Ru 0.573 -0.423 0.734
H -3.620 0.873 4.923
H -2.191 -4.878 3.107
Si -2.189 0.582 2.971
C -2.774 -2.827 -3.989
C 1.421 2.505 0.290
N 0.016 -2.287 1.400
C -1.887 2.407 2.651
C 2.438 0.067 -2.559
C -2.648 0.403 4.773
H -4.526 0.443 2.265
S -2.055 1.238 -0.941
C 0.112 -3.573 1.028
N -0.588 1.347 -0.285
H 5.499 -1.118 -2.664
H 1.632 -0.731 -5.631
H 1.859 4.645 0.311
H 2.056 -2.293 -4.916
H -1.803 2.945 3.590
H -3.417 -2.229 -1.075
H 4.940 0.832 -5.547
C -0.620 -4.528 -2.605
C 0.089 2.547 -0.160
H -0.642 -4.968 -3.600
H 3.263 -0.744 3.561
H -0.974 2.589 2.097
H 3.593 0.130 1.000
N -0.523 3.740 -0.442
H -2.356 -2.491 3.764
C -1.669 -2.813 2.995
C -1.796 3.928 -0.921
C -3.910 3.014 -1.716
H 0.431 -4.438 -2.326
Te 1.369 -1.499 -1.601
H 0.031 -1.415 -3.841
H 0.116 -1.969 5.280
H -1.878 -1.956 -0.277
H -0.861 -0.516 -2.612
C 3.557 3.495 0.798
H -3.793 -1.139 2.118
H -5.368 4.441 -2.314
H -3.497 -3.636 -3.923
C -0.820 -1.892 2.376
C -4.373 4.285 -1.929
C 0.489 -0.951 5.392
H 0.576 2.092 4.629
C 2.245 3.647 0.454
H -4.531 2.157 -1.928
H -1.947 0.921 5.424
H -0.557 -5.566 1.356
H 2.577 -1.312 2.055
Si 0.884 -0.185 3.734
C 3.229 1.138 0.849
*
```


Name the most stable of them. Q.


P | This record from the OMol25 dataset describes a structure of composition H2InO2. The level of theory is ωB97M-V with the def2-TZVPD basis set.

Results
Orbital gap: 2.10 eV

```
! wB97M-V def2-TZVPD RIJCOSX def2/J DEFGRID3
* xyz 1 1
H -3.089 0.879 -2.736
O 2.730 -0.991 2.338
In 0.682 -0.402 -0.769
O -2.589 1.286 -2.001
H 2.266 -0.772 3.169
*
```


Q | This record from the OMol25 dataset describes a structure of composition H2InO2. The level of theory is ωB97M-V with the def2-TZVPD basis set.

Results
Orbital gap: 4.56 eV

```
! wB97M-V def2-TZVPD RIJCOSX def2/J DEFGRID3
* xyz 1 1
O 0.741 2.281 1.522
O -0.398 -2.239 -1.295
H -1.211 -2.556 -1.735
In -0.659 0.022 0.527
H 1.528 2.491 0.981
*
```


Name the most stable of them. Q.


P | This record from the OMol25 dataset describes a cluster of 2 separate species, C2HCl2NS in total. The level of theory is ωB97M-V with the def2-TZVPD basis set.

Results
<S²>: 2.015
Orbital gap (spin up / spin down): 9.38 / 7.09 eV

```
! wB97M-V def2-TZVPD RIJCOSX def2/J DEFGRID3
* xyz 0 3
H 0.176 2.092 -0.920
N 2.511 1.952 1.658
C 2.566 1.036 0.959
S -0.190 0.970 -0.321
Cl 3.119 0.121 -1.541
C 2.480 -0.043 0.094
Cl 2.192 -1.587 0.779
*
```


Q | This record from the OMol25 dataset describes a cluster of 2 separate species, C2HCl2NS in total. The level of theory is ωB97M-V with the def2-TZVPD basis set.

Results
<S²>: 2.014
Orbital gap (spin up / spin down): 8.67 / 6.32 eV

```
! wB97M-V def2-TZVPD RIJCOSX def2/J DEFGRID3
* xyz 0 3
H -0.387 0.444 -0.052
C 1.532 -0.428 0.065
N 3.070 2.577 -0.150
S 0.106 -0.507 -0.960
Cl 2.990 -1.188 -0.683
Cl 1.486 -0.848 1.730
C 2.415 1.665 -0.140
*
```


Name the most stable of them. P.